# 1
{"formula": "C35H38AsBr2N4ORb", "method": "ωB97M-V/def2-TZVPD", "symbols": ["Rb", "Br", "C", "C", "C", "Br", "C", "C", "C", "C", "N", "C", "C", "O", "H", "H", "H", "H", "C", "N", "C", "C", "C", "N", "C", "C", "H", "H", "H", "H", "H", "H", "H", "H", "H", "H", "H", "H", "H", "H", "H", "H", "C", "C", "N", "H", "H", "H", "C", "C", "C", "C", "C", "C", "As", "C", "C", "C", "C", "C", "C", "C", "C", "C", "C", "C", "C", "H", "H", "H", "H", "H", "H", "H", "H", "H", "H", "H", "H", "H", "H", "H"], "positions_angstrom": [[-0.489, 0.351, 1.219], [-2.012, -3.502, 5.000], [-2.692, -1.731, 5.010], [-3.763, -1.430, 5.851], [-4.282, -0.166, 5.891], [-5.748, 0.188, 7.050], [-3.736, 0.860, 5.086], [-4.208, 2.193, 5.081], [-3.611, 3.124, 4.284], [-2.533, 2.722, 3.475], [-2.072, 1.497, 3.438], [-2.647, 0.551, 4.228], [-2.082, -0.802, 4.150], [-1.122, -1.081, 3.372], [-4.180, -2.209, 6.474], [-5.040, 2.460, 5.719], [-3.948, 4.152, 4.267], [-2.035, 3.449, 2.837], [-1.527, 2.157, -1.540], [-2.575, 1.485, -0.793], [-3.525, 2.455, -0.268], [-3.265, 0.502, -1.618], [-2.427, -0.712, -1.985], [-1.841, -1.413, -0.848], [-2.840, -1.831, 0.126], [-1.098, -2.564, -1.336], [-1.921, 2.687, -2.423], [-0.780, 1.443, -1.881], [-1.031, 2.891, -0.900], [-4.042, 3.006, -1.069], [-3.006, 3.178, 0.363], [-4.273, 1.950, 0.344], [-3.619, 0.958, -2.559], [-4.156, 0.182, -1.075], [-1.612, -0.424, -2.656], [-3.080, -1.390, -2.564], [-3.622, -2.462, -0.327], [-3.316, -0.961, 0.581], [-2.361, -2.393, 0.929], [-1.745, -3.275, -1.876], [-0.636, -3.094, -0.503], [-0.312, -2.234, -2.016], [1.594, -0.703, 4.762], [2.008, 0.047, 3.587], [2.329, 0.623, 2.648], [1.450, -0.022, 5.599], [2.361, -1.434, 5.016], [0.651, -1.204, 4.526], [0.358, 0.094, -5.844], [0.505, 1.288, -5.147], [1.037, 1.282, -3.867], [1.439, 0.089, -3.268], [1.302, -1.100, -3.976], [0.760, -1.097, -5.257], [2.005, 0.153, -1.405], [3.589, 1.277, -1.556], [4.098, 1.796, -0.368], [5.247, 2.575, -0.387], [5.884, 2.851, -1.588], [5.372, 2.342, -2.775], [4.228, 1.556, -2.760], [2.877, -1.583, -1.237], [2.396, -2.471, -0.283], [2.986, -3.720, -0.119], [4.063, -4.083, -0.911], [4.556, -3.197, -1.862], [3.968, -1.952, -2.022], [-0.064, 0.095, -6.840], [0.204, 2.224, -5.601], [1.150, 2.220, -3.333], [1.627, -2.036, -3.539], [0.657, -2.030, -5.796], [3.604, 1.585, 0.574], [5.641, 2.970, 0.541], [6.777, 3.462, -1.603], [5.864, 2.557, -3.715], [3.835, 1.165, -3.690], [1.559, -2.192, 0.347], [2.603, -4.402, 0.629], [4.525, -5.054, -0.784], [5.403, -3.475, -2.475], [4.362, -1.262, -2.759]], "atomic_forces_ev_per_a": [[0.08, 0.14, -0.06], [-0.01, 0.00, 0.01], [0.07, 0.02, -0.09], [-0.02, 0.00, 0.02], [-0.03, 0.01, 0.02], [0.01, -0.01, 0.00], [-0.03, 0.03, 0.03], [0.02, -0.04, 0.00], [0.05, 0.00, -0.04], [-0.02, 0.02, 0.02], [-0.07, -0.06, 0.03], [0.05, -0.08, -0.02], [-0.06, 0.04, 0.02], [0.00, -0.01, 0.01], [-0.01, 0.01, 0.00], [0.00, 0.00, 0.01], [0.00, 0.00, 0.00], [-0.01, 0.01, 0.00], [-0.01, 0.05, 0.02], [-0.03, 0.04, 0.05], [0.02, -0.02, 0.00], [-0.02, -0.01, 0.01], [0.01, -0.03, 0.02], [0.02, 0.00, -0.08], [-0.04, 0.04, 0.01], [0.01, -0.02, 0.06], [0.01, 0.00, 0.00], [0.01, -0.03, 0.00], [0.00, 0.00, -0.02], [0.00, 0.00, 0.00], [0.00, 0.00, 0.00], [0.00, 0.00, 0.00], [-0.02, 0.01, 0.01], [0.00, -0.01, -0.01], [0.00, -0.01, 0.00], [0.00, 0.00, 0.00], [-0.01, 0.00, 0.02], [-0.01, -0.02, 0.00], [0.01, -0.01, -0.01], [0.00, 0.00, 0.00], [-0.01, 0.01, 0.00], [0.01, -0.01, -0.02], [0.02, -0.06, 0.03], [0.00, -0.10, 0.14], [-0.03, 0.10, -0.21], [-0.02, -0.01, 0.00], [-0.01, 0.01, 0.02], [0.00, 0.02, 0.02], [0.01, 0.03, 0.04], [0.00, -0.04, -0.02], [-0.01, 0.03, -0.03], [0.01, -0.02, -0.03], [0.00, 0.00, -0.04], [0.00, 0.00, -0.01], [0.08, -0.05, 0.10], [-0.05, -0.01, -0.02], [0.05, 0.03, -0.02], [-0.02, -0.01, 0.04], [-0.02, -0.02, -0.04], [0.02, 0.02, 0.01], [0.03, 0.02, 0.00], [0.03, 0.00, -0.04], [0.01, -0.03, 0.01], [-0.04, 0.02, 0.02], [0.02, -0.01, -0.01], [0.00, 0.01, 0.00], [-0.03, 0.00, 0.03], [0.00, 0.00, 0.00], [-0.01, -0.01, 0.00], [-0.01, 0.00, 0.00], [-0.02, 0.00, 0.02], [0.00, 0.01, 0.00], [0.00, 0.00, 0.00], [0.01, 0.00, -0.01], [0.00, 0.00, 0.00], [0.00, 0.00, 0.00], [0.00, 0.00, 0.00], [0.00, 0.01, 0.00], [0.00, 0.00, 0.00], [0.00, 0.00, 0.00], [0.00, 0.00, 0.00], [0.00, 0.01, 0.00]], "de_lowest_ev": 0.011, "largest_force_ev_per_a": 0.236, "total_energy_ha": -9058.68454}

***

# 2
{"formula": "C35H38N2O2P2PtS2", "method": "ωB97M-V/def2-TZVPD", "symbols": ["Pt", "C", "C", "C", "C", "N", "C", "C", "C", "C", "C", "C", "N", "H", "H", "H", "H", "H", "H", "H", "H", "C", "C", "O", "P", "S", "S", "O", "C", "C", "H", "H", "H", "H", "H", "H", "H", "H", "H", "H", "C", "C", "C", "C", "C", "C", "C", "P", "C", "C", "C", "C", "C", "C", "C", "C", "C", "C", "C", "C", "C", "C", "H", "H", "H", "H", "H", "H", "H", "H", "H", "H", "H", "H", "H", "H", "H", "H", "H", "H", "H", "H"], "positions_angstrom": [[0.014, -0.223, 0.070], [3.722, -0.171, 2.590], [3.371, 0.642, 3.664], [2.121, 1.211, 3.692], [1.208, 0.979, 2.655], [1.580, 0.199, 1.614], [2.788, -0.360, 1.598], [-0.133, 1.534, 2.638], [-0.650, 2.369, 3.639], [-1.941, 2.831, 3.556], [-2.731, 2.454, 2.472], [-2.156, 1.652, 1.508], [-0.903, 1.219, 1.588], [4.689, -0.648, 2.531], [4.075, 0.818, 4.465], [1.829, 1.839, 4.521], [3.019, -0.976, 0.739], [-0.025, 2.649, 4.475], [-2.344, 3.484, 4.318], [-3.759, 2.774, 2.386], [-2.719, 1.340, 0.636], [-5.866, -1.784, 1.305], [-4.435, -1.683, 1.789], [-3.604, -1.185, 0.719], [-2.338, -1.974, 0.156], [-0.870, -2.118, 1.527], [-1.850, -0.984, -1.508], [-2.801, -3.478, -0.039], [-3.827, -3.906, -0.962], [-3.343, -5.124, -1.714], [-6.483, -2.241, 2.079], [-5.922, -2.389, 0.401], [-6.263, -0.796, 1.074], [-4.061, -2.650, 2.131], [-4.349, -0.970, 2.609], [-4.070, -3.091, -1.648], [-4.711, -4.145, -0.370], [-2.490, -4.864, -2.335], [-4.144, -5.508, -2.345], [-3.046, -5.900, -1.008], [4.054, 1.816, -1.083], [4.562, 0.560, -1.739], [5.899, 0.448, -2.101], [6.395, -0.715, -2.669], [5.552, -1.796, -2.880], [4.209, -1.698, -2.555], [3.703, -0.520, -2.005], [1.915, -0.301, -1.713], [1.323, -1.964, -2.269], [1.459, -2.915, -1.248], [1.101, -4.236, -1.428], [0.630, -4.640, -2.666], [0.498, -3.714, -3.684], [0.817, -2.368, -3.514], [0.582, -1.435, -4.667], [1.441, 1.004, -2.874], [2.048, 1.228, -4.099], [1.423, 2.027, -5.046], [0.142, 2.529, -4.792], [-0.432, 2.379, -3.549], [0.285, 1.737, -2.509], [-0.045, 1.935, -1.157], [4.871, 2.353, -0.602], [3.298, 1.583, -0.329], [3.598, 2.486, -1.817], [6.562, 1.287, -1.925], [7.442, -0.782, -2.933], [5.939, -2.713, -3.304], [3.556, -2.540, -2.740], [1.863, -2.615, -0.290], [1.188, -4.939, -0.610], [0.363, -5.674, -2.842], [0.139, -4.042, -4.653], [0.196, -1.993, -5.519], [1.499, -0.939, -4.972], [-0.147, -0.666, -4.403], [2.993, 0.751, -4.332], [1.895, 2.204, -6.003], [-0.383, 3.065, -5.571], [-1.398, 2.815, -3.325], [-0.954, 2.463, -0.900], [0.747, 1.956, -0.423]], "atomic_forces_ev_per_a": [[-0.33, 0.96, -1.24], [-0.12, 0.24, 0.39], [0.45, -0.32, -0.22], [-0.79, 0.27, -0.10], [1.70, -0.71, -0.07], [-0.74, 0.45, 0.27], [0.05, -0.14, -0.26], [-1.68, 0.73, -0.09], [0.86, -0.33, -0.01], [-0.55, 0.04, -0.27], [0.24, 0.11, 0.35], [-0.18, 0.03, -0.08], [-0.13, 0.00, 0.49], [0.00, -0.01, -0.04], [-0.04, 0.03, 0.03], [0.08, -0.02, 0.02], [-0.04, 0.02, -0.01], [-0.10, 0.04, 0.03], [0.05, -0.03, 0.06], [0.01, 0.03, -0.05], [0.06, -0.07, -0.01], [0.16, 0.09, -0.03], [-0.07, -0.12, 0.12], [-0.09, 0.05, -0.26], [-0.11, -0.47, 0.68], [0.20, 0.35, -0.77], [0.96, 0.37, 0.82], [0.05, 0.09, -0.12], [-0.15, 0.00, -0.16], [0.04, 0.12, 0.15], [-0.04, 0.01, -0.01], [-0.05, -0.04, 0.05], [-0.02, 0.00, 0.01], [0.03, 0.02, -0.01], [0.06, -0.04, 0.03], [-0.02, 0.01, 0.03], [0.02, 0.06, 0.01], [0.08, -0.03, -0.07], [0.01, 0.00, -0.01], [0.00, -0.03, -0.04], [0.10, 0.00, -0.15], [-0.06, -0.14, 0.03], [0.00, 0.06, 0.10], [0.01, -0.02, 0.01], [0.08, -0.01, -0.01], [0.08, 0.06, -0.03], [0.13, 0.28, 0.10], [-0.53, -1.14, -0.24], [-0.09, -0.03, -0.19], [-0.03, 0.10, -0.19], [0.07, -0.02, 0.03], [-0.07, -0.07, -0.02], [-0.02, -0.01, -0.05], [0.08, 0.01, 0.20], [-0.02, -0.08, 0.04], [-0.25, -0.02, 0.26], [-0.02, 0.25, -0.16], [-0.12, -0.01, 0.07], [0.30, -0.11, -0.26], [0.23, -0.02, 0.70], [0.42, -0.07, -1.80], [-0.27, -1.91, 2.11], [-0.03, 0.01, 0.03], [-0.01, 0.08, 0.03], [-0.03, 0.02, 0.04], [0.01, -0.02, 0.02], [0.00, 0.01, -0.01], [-0.02, 0.00, -0.01], [0.05, 0.04, -0.02], [-0.08, 0.04, 0.10], [0.05, 0.00, -0.01], [-0.01, -0.01, 0.01], [-0.05, 0.03, 0.02], [-0.01, 0.03, -0.01], [-0.03, -0.05, -0.09], [0.03, 0.06, -0.05], [-0.02, -0.05, 0.00], [-0.02, -0.02, -0.01], [-0.02, 0.00, 0.02], [0.04, 0.11, 0.00], [-0.03, -0.12, 0.03], [0.28, 1.00, -0.25]], "s_squared": 0.827, "multiplicity": 2, "de_lowest_ev": 1.805, "total_charge": 1, "largest_force_ev_per_a": 2.858, "total_energy_ha": -3214.78736}

***

# 3
{"formula": "C35H38N3OS", "method": "ωB97M-V/def2-TZVPD", "symbols": ["C", "O", "C", "C", "C", "C", "C", "C", "C", "C", "N", "C", "C", "C", "C", "C", "S", "H", "H", "H", "H", "H", "H", "H", "H", "H", "H", "H", "H", "H", "H", "H", "H", "H", "C", "C", "N", "C", "C", "C", "C", "C", "C", "C", "C", "C", "C", "C", "C", "N", "C", "C", "C", "C", "C", "C", "C", "H", "H", "H", "H", "H", "H", "H", "H", "H", "H", "H", "H", "H", "H", "H", "H", "H", "H", "H", "H", "H"], "positions_angstrom": [[1.478, -3.734, 2.108], [0.667, -3.137, 3.143], [0.091, -1.901, 2.972], [0.868, -0.829, 3.593], [1.182, 0.347, 2.883], [2.010, 1.293, 3.488], [2.455, 1.117, 4.813], [2.083, -0.036, 5.526], [1.322, -1.027, 4.909], [-1.275, -1.952, 2.664], [-2.230, -1.016, 3.009], [-1.911, 0.114, 3.869], [-3.514, -1.346, 2.633], [-4.643, -0.398, 2.859], [-3.587, -2.607, 2.110], [-4.816, -3.357, 1.738], [-2.042, -3.362, 1.972], [1.683, -4.756, 2.446], [0.914, -3.737, 1.160], [2.409, -3.153, 2.032], [0.792, 0.467, 1.866], [2.322, 2.177, 2.925], [3.086, 1.881, 5.280], [2.393, -0.188, 6.563], [1.069, -1.967, 5.410], [-2.849, 0.524, 4.246], [-1.311, -0.215, 4.725], [-1.370, 0.909, 3.345], [-5.523, -0.810, 2.358], [-4.914, -0.265, 3.912], [-4.464, 0.598, 2.437], [-5.681, -2.685, 1.751], [-4.739, -3.793, 0.730], [-5.030, -4.186, 2.434], [-1.483, 2.572, -2.452], [-0.570, 1.492, -2.829], [-0.884, 0.570, -3.774], [-2.142, 0.535, -4.504], [0.181, -0.321, -3.974], [1.251, 0.128, -3.156], [2.499, -0.463, -3.312], [2.667, -1.479, -4.265], [1.581, -1.959, -5.009], [0.311, -1.365, -4.883], [0.743, 1.215, -2.332], [1.393, 1.874, -1.286], [2.752, 1.697, -0.913], [3.824, 2.630, -0.989], [3.801, 4.013, -1.467], [4.959, 2.021, -0.554], [6.264, 2.660, -0.541], [4.693, 0.703, -0.153], [3.310, 0.478, -0.383], [2.783, -0.802, -0.236], [3.653, -1.844, 0.101], [5.020, -1.608, 0.311], [5.569, -0.322, 0.180], [-0.953, 3.164, -1.705], [-1.690, 3.191, -3.335], [-2.439, 2.246, -2.021], [-2.107, -0.343, -5.163], [-2.995, 0.449, -3.815], [-2.288, 1.440, -5.116], [3.329, -0.121, -2.705], [3.668, -1.879, -4.417], [1.741, -2.784, -5.697], [-0.550, -1.660, -5.487], [0.827, 2.632, -0.766], [2.764, 4.211, -1.739], [4.105, 4.740, -0.702], [4.436, 4.168, -2.350], [6.997, 1.924, -0.177], [6.564, 2.988, -1.548], [6.281, 3.540, 0.119], [1.720, -0.971, -0.429], [3.252, -2.855, 0.171], [5.649, -2.454, 0.562], [6.640, -0.122, 0.294]], "atomic_forces_ev_per_a": [[-0.41, 0.90, 0.57], [0.29, -1.63, -0.26], [-2.21, -0.52, -0.60], [0.00, 0.58, -0.24], [0.20, -0.42, 0.63], [0.12, 0.16, 0.42], [-0.27, -0.14, -0.32], [0.07, -0.03, -0.17], [0.34, 0.44, -0.34], [2.24, 0.50, 1.04], [0.81, 0.80, -0.19], [-0.34, -0.01, 0.11], [-0.35, -1.49, -0.42], [-0.52, -0.14, -0.15], [-0.98, 1.42, 0.40], [-0.35, -0.26, -0.27], [0.58, -0.13, 0.21], [-0.03, 0.27, -0.18], [0.36, -0.05, 0.18], [-0.22, -0.33, -0.16], [0.28, -0.02, 0.38], [-0.12, -0.21, 0.23], [-0.28, -0.35, -0.19], [0.01, 0.19, -0.35], [0.09, 0.44, -0.11], [0.16, -0.01, -0.02], [-0.13, 0.06, -0.26], [-0.02, -0.16, 0.06], [0.09, 0.22, 0.14], [0.17, -0.08, -0.09], [0.14, -0.17, 0.04], [0.13, -0.25, -0.05], [-0.06, 0.11, 0.25], [0.15, 0.29, -0.18], [-0.01, 0.51, 0.24], [-0.66, -1.85, -0.75], [-0.11, 1.34, 1.17], [-0.31, -0.16, -0.29], [1.36, 0.19, 0.02], [-0.25, -0.91, -0.67], [0.05, -0.14, -0.21], [-0.34, 0.30, 0.28], [-0.16, 0.38, 0.25], [0.03, 0.16, 0.06], [1.02, 0.17, 1.11], [-1.06, 0.10, -1.89], [1.56, 0.25, 0.54], [-0.84, -1.67, 1.03], [-0.29, 0.62, -0.28], [-0.09, 0.00, 0.13], [0.40, -0.06, 0.05], [-0.60, 0.30, -0.81], [0.74, -0.16, -0.27], [0.19, -0.45, 0.23], [-0.48, 0.46, -0.18], [0.08, 0.58, -0.08], [-0.04, -0.48, 0.17], [-0.35, 0.26, -0.09], [-0.04, 0.00, 0.24], [0.27, -0.13, -0.20], [-0.23, 0.44, 0.26], [0.33, -0.07, -0.18], [0.23, -0.31, 0.21], [-0.01, -0.14, -0.27], [-0.30, -0.08, 0.03], [-0.15, 0.21, 0.05], [0.49, -0.14, 0.12], [-0.11, 0.53, -0.15], [0.13, 0.36, -0.14], [-0.01, -0.23, -0.10], [-0.16, -0.05, 0.17], [-0.24, 0.44, -0.17], [-0.14, -0.21, 0.27], [-0.06, -0.34, -0.11], [0.36, -0.13, 0.12], [0.25, 0.31, -0.02], [0.10, 0.14, -0.01], [-0.45, -0.29, 0.06]], "total_charge": 1, "largest_force_ev_per_a": 2.521, "total_energy_ha": -1993.92570}